{
  "formula": "C29H26AsN2O6PRuS4",
  "method": "wB97M-V/def2-TZVPD",
  "species": ["C", "S", "O", "C", "H", "H", "C", "C", "H", "C", "C", "C", "C", "O", "H", "C", "S", "C", "H", "O", "H", "H", "Ru", "C", "C", "H", "H", "C", "H", "As", "N", "C", "C", "C", "H", "C", "C", "H", "C", "H", "H", "C", "O", "O", "C", "C", "H", "H", "S", "C", "C", "H", "H", "N", "S", "H", "H", "H", "O", "C", "C", "H", "C", "H", "H", "C", "H", "H", "P", "C"],
  "coordinates": [[0.6204, 1.5013, 4.2226], [2.3719, -0.2759, -0.8993], [-3.9738, 2.2939, -3.3827], [5.3765, -1.5301, -1.1347], [0.1255, 1.0202, 6.2587], [1.8211, 1.4284, 5.9927], [-0.0659, 0.3652, -5.0215], [-7.1669, 3.7662, -1.0490], [-5.9650, 3.5398, 2.1086], [-0.1892, 0.0383, -2.6641], [-0.1310, 1.7366, -4.8030], [-0.0938, -0.4988, -3.9449], [-6.0045, 3.4738, 1.0283], [-2.4462, 3.1052, -1.6344], [-0.0084, -0.0266, -6.0294], [6.6485, -1.9525, -1.5027], [-3.5754, 2.2379, -2.0018], [1.4635, -3.8971, 1.1407], [0.2908, -5.6004, 1.7118], [-3.3339, 0.6630, 1.3776], [2.2717, -3.0636, -2.0344], [-0.3202, 3.2403, -3.2685], [-1.2845, 1.4154, -0.3148], [-7.1321, 3.8857, 0.3242], [5.2538, -3.3146, 0.4640], [-0.0009, -6.3994, -0.6091], [1.5953, -3.5261, 2.1501], [0.8396, 2.2971, 1.9784], [6.9552, -4.6091, 0.5693], [-3.5077, 2.4298, 1.6368], [-0.2362, 1.3614, -2.4566], [-4.9430, 2.8397, -1.0290], [1.1350, -4.7895, -1.4644], [0.5716, -5.5016, -0.4113], [7.1916, -1.4155, -2.2702], [0.0514, 0.3577, 3.6871], [-0.2249, 2.1881, -3.5011], [-0.5078, -0.6506, 1.8760], [-6.0698, 3.2419, -1.7247], [1.1292, 3.0633, 1.2693], [-0.2853, -0.4489, 4.3248], [1.0385, 2.4818, 3.3291], [-1.9754, 2.9496, 1.1854], [-4.0989, 2.6443, 3.1457], [-4.8997, 2.9471, 0.3697], [0.7343, -5.0534, 0.8891], [0.6018, 2.7022, 6.0019], [4.7121, -3.8366, 1.2442], [3.0604, -1.2476, 2.3368], [7.2190, -3.0584, -0.8939], [2.0248, -3.1812, 0.0926], [-0.0613, -1.5714, -4.0721], [-0.1350, 2.4416, -5.6213], [0.2922, 1.1943, 1.4585], [-0.2982, -0.9379, -1.2118], [-8.0421, 4.0774, -1.6056], [0.9983, -5.1305, -2.4830], [-3.4810, 0.2692, 2.2469], [-3.2769, 0.8854, -1.4875], [-0.0812, 0.2449, 2.3163], [6.5150, -3.7435, 0.0904], [1.4852, 3.4026, 3.6807], [0.7971, 1.6725, 5.7024], [-7.9790, 4.2958, 0.8608], [8.2084, -3.3890, -1.1846], [4.6729, -2.2050, -0.1484], [4.9253, -0.6748, -1.6215], [-6.0717, 3.1426, -2.8009], [3.0157, -1.6776, 0.4254], [1.8533, -3.6339, -1.2142]],
  "mulliken_spin": [0.0018, 0.4535, 0.0056, 0.0239, 0.0000, 0.0006, -0.0012, 0.0003, 0.0001, -0.0362, 0.0411, 0.0127, -0.0018, 0.0433, -0.0007, 0.0087, -0.0154, -0.0077, -0.0003, 0.0158, 0.0062, 0.0012, 3.6169, 0.0011, 0.0015, -0.0001, 0.0003, 0.0180, 0.0000, 0.0013, 0.0813, 0.0004, 0.0021, -0.0009, 0.0005, -0.0124, 0.0005, -0.0078, 0.0007, -0.0012, 0.0000, -0.0042, 0.0727, 0.0077, 0.0009, 0.0014, 0.0004, -0.0003, 0.0002, -0.0004, -0.0188, -0.0008, 0.0035, 0.0571, 0.5738, 0.0000, 0.0001, 0.0018, 0.0617, 0.0044, 0.0005, 0.0001, -0.0016, 0.0001, -0.0001, 0.0052, -0.0133, 0.0005, -0.0151, 0.0088],
  "fmax_ha_per_bohr": 0.011,
  "multiplicity": 6,
  "orbital_gap_ha": [0.2755, 0.2382],
  "total_charge": -1,
  "lumo_energy_ha": [0.0917, 0.0360],
  "e_tot_ev": -161813.3700
}

***

{
  "formula": "HN2O3S",
  "method": "wB97M-V/def2-TZVPD",
  "species": ["O", "N", "O", "S", "O", "H", "N"],
  "coordinates": [[1.1075, 0.2324, 1.1835], [-1.5167, 0.7474, 0.0201], [-0.1269, -1.4164, -0.1550], [0.7178, -0.2195, -0.1500], [1.8501, -0.2176, -1.0574], [-1.5672, -0.2076, 0.6601], [-0.4645, 1.0814, -0.5014]],
  "lowdin_charge": [-0.4067, -0.0864, -0.4225, 0.3489, -0.3834, 0.1097, -0.1595],
  "fmax_ha_per_bohr": 0.062,
  "orbital_gap_ha": 0.3312,
  "e_above_lowest_kcal_mol": 48.0,
  "total_charge": -1,
  "lumo_energy_ha": 0.1613,
  "e_tot_ev": -19974.2351
}

***

{
  "formula": "C62H129F6N5O7S",
  "method": "wB97M-V/def2-TZVPD",
  "species": ["H", "C", "H", "C", "H", "C", "F", "C", "H", "H", "C", "H", "C", "C", "H", "H", "H", "C", "C", "O", "C", "H", "H", "H", "C", "H", "H", "C", "H", "H", "H", "N", "H", "H", "H", "C", "C", "H", "H", "C", "H", "C", "C", "H", "C", "H", "H", "C", "H", "H", "H", "O", "H", "H", "H", "H", "H", "C", "H", "H", "C", "C", "H", "H", "H", "H", "H", "H", "H", "H", "H", "O", "C", "H", "F", "C", "H", "C", "H", "H", "C", "H", "C", "H", "H", "H", "C", "H", "H", "H", "C", "H", "H", "H", "C", "C", "O", "H", "C", "F", "H", "C", "H", "H", "C", "H", "C", "H", "H", "H", "H", "H", "C", "H", "H", "H", "C", "C", "C", "H", "H", "N", "C", "C", "O", "H", "C", "H", "H", "O", "H", "H", "C", "H", "H", "H", "H", "H", "C", "H", "C", "C", "C", "H", "H", "C", "F", "C", "H", "H", "H", "H", "C", "H", "H", "N", "H", "H", "H", "C", "H", "H", "C", "H", "H", "C", "H", "S", "H", "H", "H", "H", "C", "C", "N", "N", "C", "H", "H", "H", "H", "C", "H", "C", "C", "H", "H", "H", "C", "H", "H", "H", "C", "O", "H", "H", "H", "H", "H", "H", "F", "F", "H", "H", "H", "C", "H", "H", "H", "H"],
  "coordinates": [[3.8105, -2.1944, -4.5075], [-2.5657, -1.3773, 5.2280], [0.8694, -3.5077, 2.1187], [-3.5711, -2.3648, -0.2446], [-6.1639, -0.4696, -1.6267], [2.4365, 7.0641, 4.9959], [3.5620, 2.2145, -2.2333], [2.1686, 5.2225, 0.3239], [3.1129, -4.4196, 2.9395], [-1.7232, -2.7724, 3.0816], [-0.0579, 2.6063, 3.0712], [-2.9055, -3.8610, 3.5047], [-4.0665, 0.6377, 1.9081], [2.9838, 4.7709, -0.8127], [-8.5671, -1.5608, -1.5279], [-3.4202, -1.4054, 4.5519], [-0.4142, 3.3988, -3.5630], [2.5350, -3.9029, -5.4312], [-2.4197, 3.1058, -4.3383], [-0.5310, -1.0709, 1.2757], [-5.7581, 2.4987, 3.7095], [6.2674, -1.5858, -1.9818], [3.9731, 6.4255, 3.7570], [6.8444, -0.7762, -0.4380], [3.0267, 5.5749, 1.5445], [9.0567, -0.6034, -1.3949], [-1.2245, -4.3277, 1.5508], [0.9334, 3.6664, 3.5869], [0.5030, 0.7001, 3.9643], [-3.6653, -3.7759, -2.6266], [8.3872, -1.8402, -2.6172], [1.8654, -4.0865, -3.0097], [-1.4538, -5.6116, 5.5516], [2.4762, 8.9361, 3.9936], [-3.9378, -5.4211, -2.5890], [4.4118, 1.1132, -2.2996], [0.8060, 5.1130, 3.0323], [3.5982, 4.7338, 1.9370], [5.8331, 1.3192, -0.6718], [-0.2775, 1.8532, -6.7150], [0.2009, 5.1893, 2.1289], [-5.5535, 2.6535, 2.1478], [-4.1904, 2.1823, 1.7222], [-4.0449, -3.2862, -0.5830], [-4.1253, -1.7274, 1.0325], [2.2566, -3.6718, -0.0998], [2.3991, -1.7939, -5.3646], [3.1025, -4.2427, -2.0198], [0.2044, 5.6998, 3.7265], [-5.0065, -2.2275, 1.4343], [-6.0382, 1.4853, 3.9970], [3.9256, 1.4443, 6.0220], [-6.4644, 0.0216, 1.2630], [-0.5661, -6.5766, 4.4117], [-1.8499, 0.5372, -4.4515], [1.3427, 0.4356, 1.0905], [-2.6104, -2.8504, -0.0730], [1.6194, 7.4708, 2.7506], [-0.9454, -3.7372, -3.4570], [-0.1335, -5.6764, 1.9544], [1.8058, -2.6267, -3.5056], [-0.7608, 0.5366, -4.4957], [-4.0826, 4.4639, -4.0843], [-2.1162, -0.6036, 7.1476], [1.9230, 3.2784, 3.3458], [-3.5468, -1.7142, 6.9896], [3.6464, 5.5783, -1.1243], [1.5754, 6.0628, -0.0368], [-2.4562, -3.4786, 5.9463], [-4.0674, -1.2833, -2.1148], [-2.9519, 2.7010, -5.1991], [6.2544, 1.4718, 5.0868], [-3.1501, -4.7118, -2.8428], [-0.6651, 3.9340, -5.2006], [4.9675, 0.7522, 2.3184], [1.2884, 1.7365, -4.5550], [1.6445, 0.3191, -0.6349], [-0.2227, 0.4752, -3.0830], [3.3104, 7.3558, 5.5783], [-1.3057, 1.6466, -7.0122], [2.1399, -4.9418, -4.2239], [-0.9610, 3.2158, 3.0390], [-1.9457, -3.4937, 3.8680], [-3.4332, -1.6325, 1.8693], [3.6453, 6.4614, 1.4053], [-4.8007, 2.7624, 4.1589], [-1.9915, -2.7943, 5.2365], [1.8457, -1.9255, -2.6720], [-5.8833, 1.0078, -0.1567], [0.9471, 3.6061, -9.4378], [1.2497, -3.2787, 3.1142], [1.6982, -3.9765, -6.1258], [8.3910, -2.2912, -1.0578], [4.1603, -3.4791, 0.9696], [0.3845, 3.0028, -7.4803], [-2.6674, -6.3095, 3.8315], [6.4744, 2.7509, -2.0842], [0.9498, -2.2638, 3.3752], [-0.8348, 3.0976, -4.5224], [3.9244, 0.1964, -1.3993], [-1.6373, -7.0994, 2.0865], [-0.6571, -4.6659, -2.9645], [0.6234, -4.1607, -1.2685], [1.1408, -5.2339, 4.2320], [-3.0069, 4.4929, -3.9107], [2.3842, 4.5520, -1.6963], [0.0505, -0.8776, 0.2135], [-1.1489, 0.8781, 3.5426], [-1.9740, -0.6730, 4.6432], [-0.9180, 0.9294, -2.3770], [0.8439, 8.3001, 4.5244], [0.2691, 1.1976, -0.3097], [-2.7410, 4.9374, -2.4654], [0.8983, 3.6982, 4.6759], [4.0288, -4.0481, -2.5603], [0.8082, 1.8481, -9.0954], [2.9909, 6.0942, 4.0938], [0.4016, 2.8382, -8.8891], [-3.3438, -1.3074, -1.3001], [-2.7928, 2.5382, -3.4858], [-0.6276, 2.8597, -9.2472], [-4.3564, -0.2352, 0.7053], [-6.4573, -0.9923, -0.7163], [-1.0285, -5.1335, 2.2582], [4.4985, 2.9626, 4.2187], [1.8485, 0.1398, -3.0754], [6.9035, -0.8276, -1.5251], [1.5123, 4.3788, 0.5373], [-1.7401, 5.2414, -2.1587], [6.8379, 0.4824, -2.1825], [1.3597, 3.3201, -7.1111], [-0.3844, 1.7549, 4.9937], [1.8304, 8.0676, 4.1232], [-8.3550, 0.0476, -0.9968], [0.6297, 7.6375, 2.3255], [-3.4869, -5.6660, 4.1515], [-2.3678, -1.4394, -1.7671], [-3.7642, 0.8802, -1.1417], [0.6190, -4.7044, -2.2133], [1.2322, -5.4233, -4.5875], [2.7747, -3.4312, 3.2507], [8.3202, -1.3699, -1.6361], [-0.3054, 1.4312, 3.9559], [3.1898, -5.3201, -1.8793], [-1.9397, -6.2551, -2.1173], [4.4351, -3.8311, -0.0248], [2.9771, 0.7624, 3.1457], [4.2387, 0.5379, 3.4390], [-0.3325, 3.7898, -7.2465], [-5.9736, -1.9629, -0.8255], [5.2582, -3.4349, -0.6194], [-5.4075, 3.7334, 2.1728], [1.1318, 0.9529, -3.1911], [-6.4041, 2.3878, 1.5201], [-8.3575, -1.4985, 0.0336], [-0.8963, -4.6596, 3.7340], [3.2446, -2.6636, 2.6358], [-2.4634, 0.2052, -0.0409], [-3.9870, 2.4425, 0.6835], [2.8018, -2.5593, -4.7013], [-3.0418, -7.3319, 3.8826], [4.5156, -4.9046, 0.1462], [0.6255, -4.2920, 4.0441], [-3.0856, 4.1886, -1.7522], [0.5533, -3.9336, 5.0710], [0.8571, 0.3845, 0.1160], [1.8762, 1.2181, -5.3125], [4.7763, 1.6829, 4.8511], [-3.4765, 5.7275, -2.3143], [-1.8128, -4.8436, -1.0814], [-0.2548, -0.5881, -2.8458], [3.6830, 3.9896, -0.5149], [-2.9972, -0.8739, 6.5654], [3.1311, -3.4847, -0.7229], [2.0999, 5.9007, 2.8160], [-0.1801, 1.8249, -5.1087], [-2.1715, -6.1889, 2.3580], [0.3079, 0.9697, -6.9694], [-2.7192, 5.1834, -4.7035], [0.2719, 2.3130, 2.0745], [-3.6040, 0.0128, 6.3820], [5.8963, 1.5012, -1.7446], [3.1723, 5.1434, 4.5949], [-3.4337, 0.0530, -0.5136], [-1.9211, -5.1653, -2.1172], [1.7854, 6.5525, 5.7047], [3.0815, -2.4047, -0.8613], [2.1264, 7.9012, 1.8871], [-7.9763, -0.9616, -0.8351], [3.0591, -5.5163, -4.1099], [1.8361, 2.6789, -4.5535], [-0.3805, -0.2338, -5.1665], [-1.4170, -5.9012, 4.5014], [0.0740, -1.6253, -0.7827], [-0.6282, -5.3952, -3.7741], [3.0493, -3.3019, 4.2975], [-2.9746, -6.0029, 1.6449], [-3.0752, -4.8827, -3.9167], [-3.3766, 2.7355, 2.1911], [1.2534, 1.7148, -2.4212], [4.3145, -0.6587, 3.8633], [4.3159, 0.6807, -3.5532], [0.7818, -2.5107, -3.8606], [0.8363, -5.7150, -1.8675], [-1.0150, -2.6888, 5.7092], [-5.8545, 0.0485, 0.3600], [3.3557, -4.3114, -6.0208], [-4.5478, 0.0851, 2.7150], [-3.0131, 0.3737, 2.0018], [-6.5510, 3.0490, 4.2161]],
  "lowdin_charge": [0.1219, -0.2803, 0.0863, -0.1731, 0.0915, -0.2027, 0.0477, -0.2638, 0.0811, 0.1024, -0.2585, 0.1174, -0.1051, -0.1130, 0.0824, 0.0897, 0.1289, -0.0995, -0.1698, -0.0406, -0.0801, 0.0840, 0.1484, 0.1090, -0.0373, 0.0925, 0.1074, -0.1548, 0.0738, 0.0544, 0.0646, -0.1503, 0.1381, 0.1344, 0.0801, -0.4811, -0.1105, 0.1352, 0.1150, -0.0662, 0.1136, -0.2396, -0.1637, 0.1010, -0.0588, 0.0939, 0.1008, -0.1082, 0.1256, 0.1398, 0.0561, -0.3553, 0.1328, 0.1389, 0.1227, 0.0790, 0.0903, -0.0698, 0.1075, 0.1296, -0.0806, -0.0909, 0.1093, 0.0907, 0.1000, 0.0841, 0.0937, 0.1144, 0.1134, 0.0999, 0.1076, -0.3540, -0.1175, 0.1158, 0.1201, -0.0275, 0.0502, -0.2081, 0.1454, 0.1374, -0.0693, 0.0908, -0.0860, 0.0988, 0.1338, 0.0760, -0.1644, 0.0996, 0.1196, 0.1050, -0.2095, 0.1045, 0.0653, 0.0523, -0.2917, -0.1400, -0.2613, 0.1154, -0.0677, 0.0647, 0.1157, -0.1801, 0.0967, 0.1317, -0.2470, 0.0723, -0.7971, 0.0377, 0.0860, 0.1149, 0.1243, 0.0716, -0.0907, 0.1215, 0.1364, 0.0933, -0.1272, -0.1133, -0.1435, 0.0818, 0.0963, -0.1910, -0.2028, -0.0951, -0.3821, 0.0963, -0.2776, 0.1002, 0.0727, -0.1180, 0.1332, 0.0899, -0.1613, 0.0857, 0.1196, 0.1126, 0.0956, 0.1246, -0.0918, 0.1103, -0.0728, -0.0903, -0.0977, 0.1289, 0.1135, -0.0548, 0.1098, -0.7370, 0.1072, 0.0973, 0.0832, 0.1062, -0.1643, 0.0975, 0.0765, -0.1497, 0.0632, 0.1165, 0.1035, -0.1172, 0.1326, 0.0865, -0.0899, 0.0557, 0.1201, -0.0042, 0.1224, 0.5076, 0.0773, 0.0846, 0.0890, 0.0890, -0.0795, -0.2412, -0.1106, -0.1499, -0.1366, 0.1165, 0.1073, 0.0892, 0.0794, -0.4411, 0.1251, -0.0371, -0.2124, 0.1309, 0.1093, 0.1159, -0.0962, 0.1269, 0.1360, 0.1310, -0.1071, -0.0671, 0.1065, 0.0938, 0.1111, 0.0889, 0.1135, 0.1042, 0.1676, 0.1296, 0.1069, 0.1426, 0.1166, -0.0588, 0.1120, 0.1264, 0.1059, 0.0771],
  "fmax_ha_per_bohr": 0.098,
  "orbital_gap_ha": 0.1526,
  "total_charge": 2,
  "lumo_energy_ha": -0.1524,
  "e_tot_ev": -115284.8839
}